# 1
The molecule C4H5NO2 in a non-equilibrium geometry. Source: the Open Molecules 2025 dataset; level of theory: ωB97M-V/def2-TZVPD.

Cartesian coordinates (Å):
O -1.653 -0.611 -0.737
C -1.351 0.280 0.207
C 0.046 1.138 0.125
C 1.264 0.723 -0.673
N 1.474 -0.479 -0.423
O 0.751 -1.117 0.479
C -0.104 0.031 1.120
H -1.553 -0.135 -1.776
H -2.265 0.865 0.569
H -0.059 2.066 0.701
H 1.601 1.206 -1.455
H 0.041 0.147 2.314

Properties
- E_tot (eV) = -9808.6152
- HOMO level (eV) = -9.19
- ΔE to the lowest compared entry with this formula, charge and spin (kcal/mol) = 131.4
- structure (SMILES) = O[C@@H]1[C@@H]2C=NO[C@H]12

Atom charges from the natural (NBO) analysis, given in e for atoms 1 to 4: number 1, O, carries -0.684; number 2, C, carries 0.107; number 3, C, carries -0.379; number 4, C, carries -0.028

=====

# 2
A 2-piece molecular cluster, C4H5NO2 overall in a non-equilibrium geometry. Source: the Open Molecules 2025 dataset; level of theory: ωB97M-V/def2-TZVPD.

Cartesian coordinates (Å):
C -1.907 0.354 0.019
O -1.109 1.563 0.045
C 0.032 1.364 0.635
N 0.950 1.092 1.282
O 2.000 0.792 1.850
H -1.321 -0.441 -0.448
H -2.167 0.086 1.046
H -2.797 0.591 -0.563
C 1.806 -1.115 -0.464
C 1.311 -1.582 -1.457
H 2.253 -0.674 0.412
H 0.950 -2.030 -2.356

Properties
- E_tot (eV) = -9807.7499
- HOMO level (eV) = -9.33
- ΔE to the lowest compared entry with this formula, charge and spin (kcal/mol) = 151.4
- structure (SMILES) = COC#[N+][O-].C#C

Atom charges from the natural (NBO) analysis, given in e for atoms 1 to 4: number 1, C, carries -0.248; number 2, O, carries -0.464; number 3, C, carries 0.510; number 4, N, carries 0.110

=====

# 3
C4H5NO2 as an isolated structure. Source: the Open Molecules 2025 dataset; level of theory: ωB97M-V/def2-TZVPD.

Cartesian coordinates (Å):
N -0.659 -1.550 -0.210
C -0.167 -0.250 0.051
C -0.340 0.928 -0.896
C 1.017 0.569 -0.444
O 1.263 1.105 0.874
C 0.312 0.244 1.390
O 0.154 -0.074 2.528
H -1.674 -1.547 -0.238
H -0.384 -2.179 0.540
H -0.528 0.631 -1.926
H -0.836 1.841 -0.577
H 1.872 0.301 -1.050

Properties
- E_tot (eV) = -9812.4129
- HOMO level (eV) = -9.61
- ΔE to the lowest compared entry with this formula, charge and spin (kcal/mol) = 43.9

Atom charges from the natural (NBO) analysis, given in e for atoms 1 to 4: number 1, N, carries -0.804; number 2, C, carries -0.030; number 3, C, carries -0.416; number 4, C, carries 0.076